100
Properties=species:S:1:pos:R:3:forces:R:3 method="wB97M-V/def2-TZVPD" de_lowest_kcal_mol=37.4 energy_ev=-94189.168 multiplicity=1 lumo_energy_ev=0.212
La 0.341 0.556 -0.824 -0.897 -2.974 3.255
N 6.348 -1.318 4.606 1.458 -0.321 0.785
C 5.664 -1.149 3.465 -0.548 0.001 -3.212
C 4.268 -1.050 3.458 -0.403 0.511 1.722
C 3.559 -0.338 2.510 0.190 -0.263 -1.440
C 4.230 -0.118 1.287 -0.548 1.102 1.133
C 5.591 -0.402 1.163 -0.572 -0.322 -1.603
C 6.299 -1.003 2.176 0.151 0.521 1.538
S 3.439 0.728 -0.062 -0.174 -1.118 0.876
O 2.262 1.474 0.517 1.219 -0.427 -0.636
O 4.483 1.423 -0.750 -0.416 0.761 -0.114
N 2.678 -0.371 -0.977 -0.058 1.025 -0.261
C 3.442 -1.147 -1.820 -0.121 -0.790 0.585
N 4.725 -1.327 -1.496 -0.786 1.400 0.607
C 5.390 -2.196 -2.167 1.699 -1.464 -0.378
C 4.897 -2.962 -3.208 -0.011 -0.702 0.101
C 3.578 -2.681 -3.479 -1.044 0.045 -0.659
N 2.833 -1.815 -2.798 -0.095 0.695 0.220
H 6.001 -1.867 5.364 -0.372 -0.079 0.215
H 7.354 -1.235 4.577 -0.206 -0.224 -0.119
H 3.789 -1.365 4.385 -0.175 0.412 -0.012
H 2.547 0.086 2.675 0.626 -0.853 -0.128
H 5.946 -0.202 0.132 0.417 -0.294 1.115
H 7.358 -1.258 2.063 -0.345 0.247 0.053
H 6.397 -2.363 -1.805 0.315 -0.032 -0.114
H 5.458 -3.824 -3.610 -0.408 0.899 -0.055
H 2.988 -3.104 -4.285 0.431 -0.546 -0.113
C -0.585 -3.396 -4.053 0.519 0.040 1.264
C -1.484 -2.798 -2.992 -0.550 1.060 0.188
C -2.881 -2.655 -3.159 0.057 -1.674 -1.316
C -3.717 -2.191 -2.144 1.528 1.726 1.223
C -5.192 -2.006 -2.258 -1.264 -1.017 -1.202
C -3.101 -1.713 -0.942 -1.182 -0.266 -1.332
C -1.730 -1.807 -0.748 0.490 -0.235 -1.107
C -0.941 -2.282 -1.829 1.014 -0.927 0.252
N -1.047 -1.363 0.325 1.693 1.434 0.450
C -1.428 -1.685 1.673 -0.100 0.103 0.645
C -2.712 -0.920 2.135 1.181 0.542 1.392
C -2.969 -1.223 3.644 0.843 -0.746 0.152
C -3.277 -2.759 3.760 0.361 1.371 1.993
C -2.033 -3.517 3.389 0.434 0.126 -2.206
C -0.768 -3.181 4.135 1.352 -0.036 1.398
C -0.384 -1.690 3.991 -2.064 0.105 1.062
C -1.680 -0.901 4.477 0.917 0.592 -0.184
C -0.169 -1.343 2.548 -0.554 0.052 -0.505
C -1.743 -3.215 1.848 1.201 0.879 0.878
H -0.054 -4.299 -3.678 -0.674 0.290 -0.275
H 0.235 -2.717 -4.294 -0.168 0.253 -0.116
H -1.175 -3.593 -4.916 -0.199 -0.441 -0.863
H -3.269 -3.091 -4.124 -0.015 0.688 1.125
H -5.538 -1.875 -3.336 0.509 -0.171 1.273
H -5.596 -1.149 -1.676 0.394 -0.749 -0.199
H -5.631 -2.990 -1.911 -0.054 1.219 -0.207
H -3.663 -1.119 -0.222 -0.159 -0.509 -0.307
H 0.150 -2.460 -1.654 -0.886 0.319 0.000
H -3.511 -1.361 1.612 -1.117 -0.303 -0.723
H -2.652 0.162 1.845 -0.036 -0.868 0.537
H -3.844 -0.748 4.101 0.229 0.563 -0.380
H -4.111 -3.016 3.147 -0.517 -0.214 -0.848
H -3.667 -2.989 4.802 0.813 0.215 -0.815
H -2.222 -4.555 3.504 -0.140 -1.193 0.006
H 0.055 -3.827 3.737 -0.523 0.388 0.282
H -0.835 -3.408 5.246 -0.117 0.114 -1.126
H 0.484 -1.433 4.653 -0.659 -0.159 -0.587
H -1.392 0.187 4.385 -0.666 -0.839 0.238
H -1.835 -1.159 5.535 -0.111 0.272 -0.148
H 0.621 -2.011 2.202 0.337 0.429 -0.506
H 0.068 -0.254 2.425 0.068 -0.857 -0.016
H -2.613 -3.386 1.251 -0.609 -0.559 -0.428
H -0.862 -3.758 1.409 -0.806 0.134 0.594
C -4.775 5.287 -4.177 2.099 1.081 -0.486
C -3.460 4.511 -4.145 -1.082 -0.611 -0.222
C -2.313 5.116 -3.681 0.585 1.129 0.772
C -1.185 4.394 -3.364 0.752 -0.298 -0.070
C -1.191 3.028 -3.647 0.431 1.349 -0.157
C -2.246 2.425 -4.289 -1.202 0.223 0.560
C -3.443 3.145 -4.496 1.233 0.626 0.168
S 0.265 2.146 -3.280 1.410 -0.437 -0.491
O -0.253 0.735 -3.022 0.537 1.629 -1.254
O 1.260 2.219 -4.345 -1.563 0.148 1.703
O 0.736 2.697 -1.915 -0.589 -0.609 -2.439
H -4.908 5.700 -5.177 -0.156 0.089 -0.065
H -4.737 6.150 -3.469 -0.295 -0.903 -0.408
H -5.542 4.592 -4.005 -1.349 -0.562 0.529
H -2.301 6.196 -3.470 -0.204 -0.524 -0.058
H -0.280 4.831 -2.903 -0.773 -0.100 -0.348
H -2.151 1.370 -4.392 -0.322 -0.680 -0.582
H -4.329 2.705 -4.945 0.189 -0.181 0.220
S -1.040 2.133 1.528 1.169 1.950 -0.179
C -0.130 3.664 1.584 0.101 -1.499 -2.067
N -0.044 4.456 2.627 1.132 1.177 1.158
C 0.928 5.558 2.414 -1.068 0.680 -0.558
C 1.315 5.438 0.925 -0.591 -0.475 0.645
N 0.597 4.197 0.549 -0.404 -0.459 0.729
H -0.416 4.252 3.542 -0.067 -0.241 -0.325
H 1.879 5.544 2.894 0.233 -0.701 1.459
H 0.441 6.514 2.661 0.184 -0.325 -0.187
H 2.418 5.364 0.897 -0.658 -0.142 -0.642
H 0.942 6.337 0.432 0.201 -0.350 -0.620
H 0.788 3.620 -0.274 -0.035 0.653 0.299

19
Properties=species:S:1:pos:R:3:forces:R:3 method="wB97M-V/def2-TZVPD" de_lowest_kcal_mol=13.9 energy_ev=-46536.360 multiplicity=1 lumo_energy_ev=-0.183 smiles="[H]/P=C(/Cl)[Si](C)(C)C.Cl"
H 0.516 -1.018 -2.369 0.637 -0.477 -0.452
P 1.477 -1.934 -1.810 -0.939 0.489 0.124
C 0.805 -1.588 -0.307 -0.834 1.822 -1.868
Cl 1.377 -2.323 1.049 0.901 -1.356 2.228
Si -0.504 -0.181 0.076 0.944 -0.363 0.088
C -0.625 0.928 -1.492 1.573 -2.625 0.406
C -1.945 -1.055 0.926 1.211 -3.337 -1.924
C 0.281 0.963 1.394 -0.623 -5.206 0.525
H -1.226 0.452 -2.276 0.316 0.400 -0.057
H -1.048 1.827 -1.140 -0.237 1.379 -0.022
H 0.509 0.949 -1.760 -2.159 0.551 0.157
H -2.760 -1.156 0.258 -1.068 0.214 -1.019
H -1.851 -2.187 1.230 0.459 2.420 -0.044
H -2.251 -0.407 1.651 -0.915 1.274 2.538
H 0.897 0.159 1.968 -0.586 2.091 -0.624
H 0.744 1.708 0.891 2.130 2.275 -1.058
H -0.496 1.352 1.984 -0.930 0.488 1.059
Cl 3.441 2.140 0.210 -0.237 -0.280 -0.330
H 2.659 1.371 -0.482 0.357 0.243 0.273

20
Properties=species:S:1:pos:R:3:forces:R:3 method="wB97M-V/def2-TZVPD" de_lowest_kcal_mol=62.8 energy_ev=-8931.287 multiplicity=1 lumo_energy_ev=0.878 smiles="C=C(CC)NC.O"
C 1.127 1.581 0.479 -2.490 -3.343 0.066
C 0.604 0.260 0.229 -0.868 3.868 2.981
C 1.127 -0.776 -0.744 -2.164 1.955 -0.720
C 2.436 -0.245 -1.267 0.278 1.051 0.071
N -0.633 -0.008 1.077 1.264 -2.449 -3.632
C -1.230 -1.436 1.057 1.467 2.246 1.939
H 0.645 2.238 1.289 0.726 -1.149 -1.531
H 1.851 2.005 -0.187 0.434 0.141 0.182
H 1.103 -1.739 -0.270 0.355 -0.522 0.138
H 0.348 -0.773 -1.575 0.862 -0.441 0.775
H 2.190 0.636 -1.925 0.372 -0.724 0.672
H 2.950 0.186 -0.320 0.126 -1.156 -2.050
H 2.928 -0.971 -1.943 0.316 0.368 0.879
H -0.378 0.233 1.987 0.160 0.453 1.756
H -0.545 -2.164 1.498 -0.130 0.071 0.605
H -1.356 -1.818 0.098 -0.664 0.013 -1.917
H -2.174 -1.330 1.600 0.223 -0.429 -0.236
O -2.831 0.617 -0.643 1.661 2.088 -0.076
H -3.020 1.587 -0.720 -0.392 -1.243 -0.043
H -1.849 0.728 -0.447 -1.538 -0.796 0.140

136
Properties=species:S:1:pos:R:3:forces:R:3 method="wB97M-V/def2-TZVPD" de_lowest_kcal_mol=173.6 energy_ev=-62901.240 multiplicity=1 lumo_energy_ev=0.412 smiles=COC[C@H](C)N.COC[C@H](C)N.COC[C@H](C)N.COC[C@H](C)N.COC[C@H](C)N.COC[C@H](C)N.COC[C@H](C)N.COC[C@H](C)N
C -11.799 5.239 -0.922 0.201 0.051 1.796
O -10.518 5.839 -0.957 0.029 1.056 -0.554
C -9.446 4.951 -0.847 0.718 -1.210 -0.842
C -8.025 5.542 -1.083 -2.243 2.432 -0.718
C -7.860 6.054 -2.549 -0.229 -0.298 -0.099
N -7.017 4.621 -0.815 1.415 -2.537 0.501
H -12.397 5.823 -0.222 -0.285 0.600 -0.469
H -11.749 4.327 -0.326 0.100 -0.690 -0.568
H -12.327 5.112 -1.867 0.421 -0.028 -0.156
H -9.478 4.481 0.136 0.154 -0.206 0.278
H -9.557 4.174 -1.602 -0.065 -0.470 -0.057
H -7.953 6.280 -0.284 -0.176 1.275 -0.582
H -6.946 6.615 -2.746 -0.002 0.250 0.442
H -8.696 6.578 -3.013 -0.156 0.479 0.775
H -7.786 5.219 -3.245 0.173 -0.650 0.380
H -6.096 4.946 -1.073 -0.065 0.163 -0.249
H -6.964 4.447 0.179 0.023 -0.218 0.128
C -0.636 5.927 2.264 -1.792 1.698 1.396
O -1.406 6.722 1.323 1.772 -1.881 0.032
C -0.557 7.519 0.520 -1.366 0.837 0.160
C -1.457 7.962 -0.646 0.015 -0.423 1.619
C -0.626 8.693 -1.628 0.507 1.086 -1.888
N -2.553 8.795 -0.098 0.404 0.084 -0.469
H 0.342 5.520 2.005 -0.402 -0.184 -0.763
H -1.356 5.250 2.724 0.337 -0.662 -0.557
H -0.486 6.614 3.097 0.674 0.154 0.289
H -0.367 8.435 1.079 0.463 0.361 0.184
H 0.419 7.095 0.286 -0.214 -0.577 -0.309
H -1.985 7.079 -1.007 0.478 -0.149 -0.461
H 0.449 8.512 -1.635 0.003 -0.613 0.403
H -0.656 9.776 -1.508 -0.364 0.134 0.253
H -0.925 8.527 -2.663 -0.222 -0.034 -0.021
H -2.812 8.398 0.795 -0.281 -0.198 0.099
H -2.156 9.697 0.123 -0.019 0.346 0.024
C 10.937 -2.513 5.961 -1.337 -0.475 1.150
O 11.535 -2.633 7.251 0.074 2.383 0.645
C 11.417 -1.346 8.045 -0.326 -2.711 -0.721
C 11.739 -1.684 9.474 -0.270 0.070 2.003
C 10.663 -2.419 10.282 -0.650 -1.702 -1.375
N 11.942 -0.441 10.184 0.482 1.190 0.254
H 10.013 -3.090 6.003 0.057 -0.888 -0.281
H 11.584 -2.900 5.174 -0.005 0.489 0.007
H 10.437 -1.555 5.822 1.037 0.631 -0.499
H 12.069 -0.561 7.665 0.020 -0.163 -0.128
H 10.370 -1.041 8.051 -0.074 0.285 -0.417
H 12.587 -2.365 9.558 0.431 0.279 -0.386
H 10.781 -2.525 11.360 0.805 0.248 -0.085
H 10.721 -3.416 9.845 -0.526 -0.429 0.327
H 9.622 -2.116 10.174 0.032 0.544 -0.458
H 11.308 -0.394 10.969 0.262 0.199 0.025
H 12.885 -0.304 10.520 -0.012 0.049 -0.061
C 3.290 -1.933 1.582 0.805 -1.833 -1.081
O 2.751 -1.426 0.365 -0.305 1.919 1.882
C 2.022 -0.150 0.628 1.240 -1.711 -1.132
C 1.752 0.361 -0.748 0.571 2.014 -2.344
C 2.962 0.877 -1.599 -0.083 -0.615 -0.121
N 0.885 1.552 -0.700 -1.876 -0.580 1.216
H 3.693 -2.898 1.276 -0.043 -0.318 -0.014
H 2.596 -2.200 2.379 -0.462 0.654 -0.014
H 4.196 -1.470 1.971 -0.304 0.968 0.024
H 1.140 -0.457 1.190 -0.153 0.580 0.070
H 2.632 0.617 1.104 0.113 -0.323 0.604
H 1.165 -0.365 -1.310 0.693 -0.632 -0.142
H 3.666 0.136 -1.979 -0.180 -0.232 0.200
H 3.561 1.680 -1.169 -0.163 -0.132 0.754
H 2.513 1.378 -2.457 -0.003 -0.302 -0.283
H 0.800 2.159 -1.503 1.132 -0.107 -0.387
H 0.008 1.062 -0.802 -0.998 0.658 0.773
C -0.073 -4.865 -5.446 -1.418 0.183 -1.522
O -0.048 -4.181 -6.726 0.294 -0.200 -0.546
C -0.446 -2.819 -6.825 0.026 0.460 1.164
C -1.882 -2.485 -6.368 -2.473 -1.108 -0.115
C -3.087 -2.955 -7.228 1.056 -0.628 -0.374
N -2.215 -1.099 -6.203 1.591 0.915 0.942
H 0.631 -4.522 -4.687 -0.097 0.335 -0.120
H 0.079 -5.921 -5.671 0.580 0.139 -0.146
H -1.125 -4.864 -5.162 0.127 0.297 0.915
H 0.270 -2.239 -6.241 -0.124 0.283 0.997
H -0.211 -2.327 -7.769 -0.341 -1.071 -0.890
H -2.051 -2.887 -5.369 0.383 -0.441 0.109
H -3.001 -4.005 -7.510 -0.043 0.062 -0.309
H -3.073 -2.287 -8.089 -0.029 -0.436 -0.542
H -4.071 -2.801 -6.785 0.317 0.032 0.556
H -1.327 -0.733 -5.889 -0.174 1.319 0.154
H -2.532 -0.609 -7.028 0.323 -0.122 -0.270
C 4.546 -9.002 6.456 0.914 -1.459 -0.721
O 5.667 -9.929 6.170 -0.943 1.074 0.905
C 6.088 -10.718 7.284 -1.157 0.012 0.380
C 7.463 -11.249 7.034 0.369 -0.978 0.491
C 7.924 -12.198 8.163 -0.124 -0.279 -1.107
N 8.364 -10.138 6.835 0.146 0.230 -0.311
H 3.704 -9.532 6.900 0.069 -0.196 0.194
H 4.216 -8.677 5.470 0.164 0.272 0.161
H 4.827 -8.170 7.102 0.259 -0.027 -0.076
H 6.137 -10.170 8.225 -0.073 0.696 0.094
H 5.347 -11.491 7.485 -0.106 -0.406 -0.232
H 7.432 -11.784 6.084 0.059 -0.308 -0.027
H 8.141 -11.689 9.102 -0.227 0.026 0.002
H 8.809 -12.754 7.855 0.279 0.363 -0.028
H 7.189 -12.995 8.274 -0.274 0.189 0.436
H 8.471 -9.633 7.703 0.164 0.033 0.393
H 7.757 -9.545 6.288 0.483 0.757 -0.555
C -7.284 -2.292 3.377 0.431 -0.055 0.542
O -6.758 -2.585 2.070 -0.160 1.722 0.865
C -6.165 -1.435 1.402 0.591 -1.509 -0.921
C -5.455 -2.022 0.105 -1.300 0.289 0.436
C -4.522 -3.232 0.367 0.817 -0.250 -0.281
N -4.928 -0.875 -0.631 1.160 0.751 1.139
H -7.809 -3.140 3.817 -0.144 -0.280 -0.754
H -7.930 -1.424 3.506 -0.347 0.155 -0.928
H -6.533 -2.093 4.142 0.850 0.000 -0.301
H -6.889 -0.669 1.124 -0.636 -0.314 -0.251
H -5.448 -0.846 1.974 0.413 -0.580 0.631
H -6.264 -2.359 -0.543 -0.354 -0.845 0.453
H -3.545 -3.093 0.829 0.326 1.235 -0.454
H -4.357 -3.737 -0.584 0.224 0.125 -0.167
H -4.768 -4.058 1.034 -1.612 0.329 0.018
H -4.568 -0.882 -1.575 -0.362 -0.635 0.226
H -5.435 -0.026 -0.422 0.111 -0.124 -0.274
C -0.124 3.723 -9.519 -0.978 -0.304 0.602
O -1.549 3.669 -9.291 0.131 -0.943 -0.210
C -2.350 4.844 -9.200 1.914 0.054 -0.688
C -3.709 4.679 -9.903 0.975 0.634 -0.150
C -4.603 5.800 -9.545 -1.106 1.654 0.338
N -4.312 3.452 -9.598 -0.984 -2.480 0.215
H 0.216 4.219 -10.429 -0.413 0.645 0.010
H 0.213 2.696 -9.662 -0.320 -0.151 0.186
H 0.373 4.089 -8.621 0.206 0.350 -0.114
H -2.457 5.209 -8.178 -0.373 -0.545 0.511
H -1.677 5.596 -9.612 -0.678 0.754 -0.664
H -3.601 4.649 -10.987 0.546 0.245 -0.099
H -5.632 5.712 -9.896 0.124 -0.284 -0.899
H -4.214 6.753 -9.905 -0.063 0.251 0.289
H -4.851 5.836 -8.484 0.800 0.175 0.432
H -4.775 3.412 -8.702 0.256 0.215 0.416
H -5.067 3.313 -10.255 -0.035 -0.288 -0.165